Record 1
The following is a DFT calculation (ωB97M-V with the def2-TZVPD basis set) of a 2-piece molecular cluster, C3H12NS overall in a non-equilibrium geometry.

Values from the calculation:
total charge	+1
max |F|	0.08992	Eh/bohr
HOMO energy	-12.7	eV
frontier orbital gap	8.85	eV

Structure (XYZ):
```
17
Properties=species:S:1:pos:R:3:mulliken_charge:R:1
C 1.886 1.379 1.964 -0.623
N 2.373 -0.030 1.463 -0.429
H 1.476 1.113 2.941 0.325
H 2.661 2.125 1.758 0.329
H 1.082 1.722 1.341 0.270
H 1.859 -0.812 1.800 0.351
H 3.422 -0.208 1.517 0.392
H 2.215 -0.162 0.376 0.365
C -2.448 0.358 -1.620 -1.169
C -1.874 -1.073 -1.671 -0.384
S -0.514 -1.115 -0.387 -0.318
H -1.795 1.174 -1.919 0.357
H -2.573 0.724 -0.617 0.353
H -3.398 0.246 -2.164 0.293
H -2.570 -1.836 -1.471 0.398
H -1.436 -1.171 -2.637 0.327
H -0.365 -2.434 -0.674 0.163
```

Record 2
The following is a DFT calculation (ωB97M-V with the def2-TZVPD basis set) of C3H9O5PS2 as an isolated structure in a non-equilibrium geometry.

Values from the calculation:
total charge	0
max |F|	0.08297	Eh/bohr
HOMO energy (spin up / spin down)	-7.6 / -7.6	eV
frontier orbital gap (spin up / spin down)	7.60 / 7.60	eV

Structure (XYZ):
```
20
Properties=species:S:1:pos:R:3:mulliken_charge:R:1
C -2.797 1.115 1.824 -0.443
C 0.802 1.460 -2.428 -0.865
C 1.777 -1.751 0.703 -0.930
O 0.935 1.230 0.170 -0.621
O 0.588 -0.883 -1.377 -0.436
O -0.740 -0.871 0.725 -0.510
O -0.251 -3.019 -0.445 -0.602
O -2.143 1.651 0.649 -0.252
P -1.987 1.015 -0.828 -0.118
S 0.070 0.811 -0.941 1.067
S 0.185 -1.710 -0.072 1.064
H -3.919 1.359 1.856 0.208
H -2.287 1.609 2.574 0.215
H -2.773 0.016 1.652 0.265
H 1.496 2.331 -2.289 0.299
H 1.448 0.631 -2.985 0.279
H 0.081 1.818 -3.209 0.331
H 2.323 -0.869 0.449 0.315
H 1.562 -1.722 1.769 0.352
H 2.271 -2.555 0.221 0.381
```

Record 3
The following is a DFT calculation (ωB97M-V with the def2-TZVPD basis set) of C2H2Cl3P in the gas phase in a non-equilibrium geometry.

Values from the calculation:
total charge	0
max |F|	0.05350	Eh/bohr
HOMO energy	-9.3	eV
frontier orbital gap	8.80	eV
structure (SMILES)	ClC/C(Cl)=P/Cl

Structure (XYZ):
```
8
Properties=species:S:1:pos:R:3:mulliken_charge:R:1
Cl 1.522 -0.967 1.495 -0.144
C 1.143 -0.026 0.019 -0.461
C -0.351 0.206 -0.063 0.277
Cl -0.981 1.489 0.942 -0.163
P -1.359 -0.815 -0.972 0.085
Cl -3.142 -0.158 -0.492 -0.187
H 1.597 0.997 -0.076 0.307
H 1.571 -0.725 -0.853 0.285
```

Record 4
The following is a DFT calculation (ωB97M-V with the def2-TZVPD basis set) of a 4-piece molecular cluster, C23H63FN10O5P4 overall in a non-equilibrium geometry.

Values from the calculation:
total charge	0
max |F|	0.13887	Eh/bohr
HOMO energy	-7.7	eV
frontier orbital gap	7.64	eV
structure (SMILES)	CP(O)[C@H]1C(=O)NC[C@@H]1F.CN(C)P(=O)(N(C)C)N(C)C.CN(C)P(=O)(N(C)C)N(C)C.CN(C)P(=O)(N(C)C)N(C)C

Structure (XYZ):
```
106
Properties=species:S:1:pos:R:3:mulliken_charge:R:1
C -1.049 2.176 5.458 -1.417
P -2.131 1.340 4.238 0.406
O -2.036 -0.276 4.544 -0.561
C -3.800 1.860 4.862 -0.101
C -4.754 2.600 3.946 0.087
O -4.553 3.048 2.869 -0.461
N -6.008 2.689 4.690 -0.431
C -6.053 1.473 5.513 -0.870
C -4.629 0.860 5.659 0.457
F -4.226 1.035 6.995 -0.348
H -0.026 1.828 5.388 0.376
H -1.467 2.042 6.459 0.449
H -1.139 3.238 5.236 0.371
H -1.725 -0.467 5.439 0.315
H -3.595 2.620 5.625 0.317
H -5.771 3.426 5.352 0.356
H -6.336 1.723 6.533 0.361
H -6.780 0.741 5.170 0.263
H -4.527 -0.170 5.339 0.428
C -1.439 -0.569 -3.461 -0.715
N -0.654 0.329 -2.654 0.287
C 0.760 0.226 -2.942 -0.663
P -0.990 0.989 -1.087 0.768
O -0.737 2.417 -1.518 -0.910
N -2.684 1.171 -0.707 0.487
C -3.678 1.228 -1.765 -1.163
C -2.899 2.259 0.249 -1.259
N -0.894 -0.620 -0.335 0.214
C -2.053 -1.482 -0.317 -0.884
C -0.257 -0.613 0.993 -1.295
H -1.289 -1.632 -3.200 0.083
H -1.157 -0.449 -4.511 0.396
H -2.501 -0.347 -3.417 0.183
H 1.197 -0.703 -2.536 0.138
H 1.305 1.071 -2.516 -0.019
H 0.935 0.249 -4.020 0.387
H -3.402 1.905 -2.585 0.330
H -4.631 1.563 -1.353 0.389
H -3.877 0.235 -2.172 0.278
H -2.886 3.243 -0.233 0.287
H -2.128 2.257 1.022 0.280
H -3.856 2.129 0.749 0.466
H -2.833 -1.151 0.377 0.208
H -1.730 -2.480 -0.011 0.364
H -2.500 -1.597 -1.303 0.307
H -0.900 -0.165 1.763 0.506
H 0.676 -0.043 0.959 0.328
H -0.005 -1.630 1.301 0.277
C 1.954 -7.588 0.914 -0.825
N 0.522 -7.663 0.746 0.177
C -0.062 -8.768 1.482 -1.126
P -0.443 -7.125 -0.553 0.639
O -1.563 -6.436 0.152 -0.816
N 0.240 -5.758 -1.407 0.256
C 1.228 -4.899 -0.771 -1.240
C -0.801 -4.944 -2.025 -1.162
N 0.119 -8.286 -1.743 0.064
C 1.313 -8.019 -2.513 -0.813
C -0.950 -8.791 -2.619 -0.953
H 2.490 -8.418 0.426 0.307
H 2.192 -7.627 1.980 0.374
H 2.365 -6.650 0.556 0.147
H 0.158 -9.738 1.009 0.315
H -1.146 -8.659 1.543 0.330
H 0.313 -8.786 2.506 0.365
H 0.951 -4.603 0.251 0.417
H 1.363 -3.992 -1.362 0.307
H 2.210 -5.375 -0.754 0.310
H -1.280 -4.275 -1.303 0.171
H -1.580 -5.570 -2.465 0.410
H -0.378 -4.341 -2.832 0.429
H 1.175 -7.239 -3.268 0.303
H 1.593 -8.947 -3.018 0.389
H 2.155 -7.741 -1.880 0.205
H -1.283 -8.037 -3.346 0.324
H -1.816 -9.089 -2.024 0.307
H -0.614 -9.673 -3.165 0.361
C 5.592 4.715 -0.342 -0.798
N 5.288 5.385 -1.582 0.162
C 6.409 6.154 -2.082 -1.118
P 3.777 5.910 -2.184 0.652
O 3.833 5.450 -3.602 -0.818
N 2.434 4.952 -1.615 0.234
C 2.624 3.610 -1.111 -0.729
C 1.326 4.963 -2.539 -0.973
N 3.503 7.184 -1.006 0.064
C 2.895 6.876 0.269 -0.827
C 2.894 8.393 -1.582 -0.958
H 5.713 5.408 0.507 0.297
H 6.531 4.166 -0.452 0.377
H 4.847 3.971 -0.080 0.149
H 6.574 7.072 -1.495 0.313
H 6.245 6.443 -3.122 0.327
H 7.323 5.558 -2.060 0.364
H 3.274 2.979 -1.736 0.342
H 1.662 3.098 -1.006 -0.120
H 3.028 3.651 -0.096 0.261
H 1.465 4.270 -3.377 0.269
H 1.173 5.962 -2.957 0.387
H 0.415 4.686 -2.008 0.227
H 1.827 6.648 0.194 0.310
H 3.019 7.752 0.913 0.388
H 3.392 6.047 0.769 0.204
H 1.835 8.245 -1.836 0.325
H 3.421 8.684 -2.493 0.309
H 2.968 9.230 -0.885 0.358
```

Record 5
The following is a DFT calculation (ωB97M-V with the def2-TZVPD basis set) of C29H9F21GeN4O4OsS4 as an isolated structure.

Values from the calculation:
total charge	+2
max |F|	0.01161	Eh/bohr
HOMO energy (spin up / spin down)	-14.1 / -14.1	eV
frontier orbital gap (spin up / spin down)	5.35 / 5.51	eV

Structure (XYZ):
```
73
Properties=species:S:1:pos:R:3:mulliken_charge:R:1
Os -1.856 -0.186 0.341 2.841
C -3.844 3.809 -2.371 -0.822
N -2.947 3.847 -1.218 0.224
C -2.467 4.989 -0.624 -0.831
C -1.665 4.617 0.389 -0.427
N -1.663 3.221 0.430 0.817
C -2.452 2.777 -0.588 0.214
S -2.801 1.187 -1.156 -0.468
C -0.855 2.492 1.344 0.709
C -0.377 3.142 2.470 -1.187
C 0.569 2.517 3.262 -0.924
C 1.033 1.266 2.892 -1.206
C 0.454 0.655 1.804 -0.325
N -0.506 1.228 1.050 0.199
H -3.917 4.817 -2.768 0.325
H -4.826 3.459 -2.061 0.357
H -3.432 3.148 -3.131 0.359
H -2.731 5.969 -0.979 0.499
H -1.075 5.217 1.052 0.583
H -0.739 4.124 2.730 0.651
H 0.947 3.013 4.145 0.513
H 1.801 0.752 3.452 0.606
H 0.733 -0.343 1.509 0.387
F -1.638 -4.304 2.120 -0.130
C -2.626 -3.761 2.803 0.535
F -3.750 -4.403 2.605 -0.144
F -2.332 -3.683 4.078 -0.161
S -2.818 -2.023 2.140 1.015
O -1.434 -1.460 2.031 -0.916
O -3.352 -2.013 0.774 -0.690
N -3.661 -1.291 3.202 -0.456
S -4.084 0.202 2.828 0.943
O -5.440 0.384 2.483 -0.591
O -3.069 0.791 1.906 -0.665
C -3.717 1.092 4.413 0.675
F -3.769 2.393 4.154 -0.198
F -2.497 0.774 4.821 -0.201
F -4.611 0.762 5.312 -0.174
F 0.899 -4.060 -0.333 -0.464
C 1.717 -3.412 0.501 -0.001
C 2.092 -2.111 0.197 0.485
C 2.905 -1.459 1.112 0.280
F 3.268 -0.185 0.907 -0.404
C 3.345 -2.073 2.273 0.323
F 4.106 -1.414 3.139 -0.323
C 2.961 -3.383 2.539 0.632
F 3.363 -3.972 3.644 -0.277
C 2.137 -4.063 1.648 0.299
F 1.751 -5.297 1.912 -0.301
Ge 1.444 -1.322 -1.453 -0.260
S -0.839 -1.475 -1.132 -0.479
C 1.649 -2.405 -3.031 0.253
C 2.480 -3.509 -3.131 0.309
F 3.189 -3.903 -2.071 -0.315
C 2.613 -4.213 -4.318 0.103
F 3.411 -5.262 -4.395 -0.257
C 1.898 -3.800 -5.438 0.688
F 2.017 -4.459 -6.569 -0.261
C 1.059 -2.691 -5.369 -0.097
F 0.381 -2.298 -6.433 -0.263
C 0.955 -2.018 -4.166 0.296
F 0.147 -0.944 -4.087 -0.283
C 2.173 0.444 -1.799 0.087
C 3.504 0.468 -2.182 0.915
F 4.177 -0.688 -2.229 -0.368
C 4.174 1.641 -2.489 0.162
F 5.442 1.624 -2.848 -0.261
C 3.488 2.848 -2.400 0.591
F 4.099 3.980 -2.678 -0.268
C 2.155 2.857 -2.007 -0.056
F 1.489 4.006 -1.908 -0.289
C 1.528 1.660 -1.716 -0.321
F 0.233 1.714 -1.338 0.195
```